21
Properties=species:S:1:pos:R:3:forces:R:3 method="wB97M-V/def2-TZVPD" max_force_ev_per_a=0.92 homo_lumo_gap_ev=10.9 e_homo_ev=-9.6 energy_ev=-7485.275 smiles="C=CCCCCC" e_above_lowest_kj_mol=98.38
C 0.082 2.190 1.375 0.16 -0.17 -0.03
C -0.224 -0.284 0.956 -0.27 0.36 0.13
C -0.660 -0.337 -0.525 0.39 -0.16 0.52
C 0.430 3.272 0.698 0.07 0.10 -0.25
C 0.182 -1.333 -1.344 -0.08 0.73 -0.55
C -0.452 -2.721 -1.476 0.41 -0.32 0.36
C 0.762 0.867 1.218 0.32 -0.57 -0.11
H -0.714 2.186 2.115 -0.04 0.27 -0.05
H -1.510 -2.684 -1.218 -0.06 -0.04 -0.14
H -0.344 -3.173 -2.466 -0.03 0.25 0.05
H -0.555 0.669 -0.939 -0.11 -0.02 0.02
H -1.094 -0.127 1.598 -0.11 0.03 0.01
H 0.377 -0.899 -2.334 -0.27 -0.18 0.07
H 0.197 -1.231 1.298 0.10 -0.09 -0.24
H 1.356 0.657 2.113 -0.14 0.00 0.12
H 1.488 0.881 0.396 -0.03 0.22 0.03
H 1.173 -1.356 -0.890 0.09 -0.32 0.07
H 0.020 -3.424 -0.784 -0.13 0.00 0.04
H 1.233 3.198 -0.033 -0.06 0.07 0.06
H -1.715 -0.597 -0.561 -0.13 -0.04 -0.25
H -0.031 4.247 0.801 -0.09 -0.13 0.14

---

12
Properties=species:S:1:pos:R:3:forces:R:3 method="wB97M-V/def2-TZVPD" max_force_ev_per_a=0.62 homo_lumo_gap_ev=10.6 e_homo_ev=-10.0 energy_ev=-8339.682 smiles="CC(=O)CC=O" e_above_lowest_kj_mol=75.14
O -1.366 -0.178 1.436 0.34 0.17 -0.33
O 2.359 -0.971 -0.374 -0.37 0.12 0.47
C 1.643 -0.635 0.537 0.04 -0.06 -0.06
C 0.705 0.560 0.459 -0.01 0.05 -0.28
C -0.768 0.116 0.426 0.01 -0.18 0.08
C -1.397 0.019 -0.950 -0.07 -0.04 0.06
H -2.421 -0.348 -0.859 0.15 0.05 0.00
H 0.964 1.075 -0.466 -0.06 0.13 0.07
H -0.815 -0.663 -1.582 -0.02 0.11 0.13
H -1.399 0.994 -1.453 0.06 -0.12 0.15
H 1.626 -1.183 1.503 0.04 -0.01 -0.19
H 0.869 1.214 1.323 -0.09 -0.21 -0.08